Below is a cluster of 2 separate species, C29H20Cl4N2O2S in total at a distorted geometry, with properties calculated with ωB97M-V/def2-TZVPD.

CARTESIAN COORDINATES (ANGSTROEM)
Cl (0.5545, 4.0793, 2.0568)
Cl (2.1748, 6.7563, 2.3279)
Cl (5.2733, 6.7334, 2.3353)
Cl (6.7949, 3.9725, 2.3019)
S (0.0192, 2.4798, -1.8743)
O (5.0143, 1.6756, 2.2370)
O (2.2465, 1.7327, 1.6996)
N (-0.3570, 0.1713, -0.4827)
N (-0.6572, 0.1761, -2.8304)
C (-0.0065, -4.1017, 1.6473)
C (2.8655, 2.7680, 1.9545)
C (-0.3863, 0.7767, -1.6276)
C (-2.1877, 0.5255, 4.1636)
C (-0.6507, -1.8239, 0.9021)
C (-0.0910, 1.4077, -6.2546)
C (-0.9629, -3.3156, 1.0039)
C (-1.2934, -0.9824, 1.9964)
C (-1.1034, 0.9816, 3.4006)
C (-0.5205, 0.9944, -3.9518)
C (-0.1426, 2.3003, -3.6106)
C (-0.1909, -5.4804, 1.7750)
C (-0.5114, 0.5198, -5.2598)
C (-0.6728, -1.9980, -1.6658)
C (-0.9872, -1.1588, -0.4461)
C (-2.3299, -5.2906, 0.6659)
C (2.9895, 5.2595, 2.2076)
C (4.4179, 2.7464, 2.1459)
C (-0.7051, 0.2480, 2.2860)
C (2.2584, 4.0805, 2.1144)
C (-1.3542, -6.0765, 1.2784)
C (-2.1340, -3.9047, 0.5162)
C (5.0996, 4.0383, 2.2067)
C (4.4236, 5.2497, 2.2210)
C (0.2031, 2.7440, -5.9484)
C (-2.8702, -0.6365, 3.7921)
C (-2.4409, -1.3842, 2.6883)
C (-1.0161, -1.2557, -2.9362)
C (0.1539, 3.2090, -4.6259)
H (-1.2643, -2.9164, -1.6097)
H (0.0186, 1.0301, -7.2671)
H (-0.4663, -1.6748, -3.7756)
H (0.0645, 0.6239, 1.6102)
H (-2.0996, -0.9696, -0.4185)
H (-2.5105, 1.0932, 5.0395)
H (-2.9080, -3.3024, 0.0284)
H (-1.4923, -7.1561, 1.3772)
H (0.4404, -1.7447, 1.0517)
H (-2.0912, -1.3151, -3.1429)
H (0.4998, 3.4313, -6.7416)
H (-3.2490, -5.7485, 0.2940)
H (0.3597, 4.2404, -4.3561)
H (0.3904, -2.2815, -1.6569)
H (-2.9878, -2.2673, 2.3559)
H (-3.7548, -0.9651, 4.3467)
H (-0.5830, 1.9038, 3.6360)
H (0.5873, -6.0670, 2.2622)
H (0.8902, -3.6133, 2.0410)
H (-0.7611, -0.5181, -5.4843)

Relative energy (zero: lowest compared OMol25 entry of this formula, charge and spin) in kcal/mol: 0.0
Structure (SMILES): c1ccc(C(c2ccccc2)[C@@H]2CCN3C(=N2)Sc2ccccc23)cc1.O=C1C(=O)C(Cl)=C(Cl)C(Cl)=C1Cl
Lowest unoccupied orbital energy in eV: -2.608
Charge: 0